{"formula": "C34H57F3N2O2PdSi", "method": "wB97M-V/def2-TZVPD", "mol_weight_g_mol": 717.34, "spin_multiplicity": 3, "energy_ha": -2306.64868, "orbital_gap_ev": [8.5, 6.7], "relative_energy_kj_mol": 0.0, "e_homo_ev": [-7.96, -8.17], "s_squared": 2.0135, "elements": ["O", "O", "C", "C", "H", "H", "H", "H", "H", "C", "C", "H", "H", "H", "H", "H", "C", "C", "C", "H", "H", "H", "H", "H", "C", "H", "H", "H", "H", "H", "H", "N", "C", "C", "C", "C", "H", "H", "H", "C", "H", "H", "H", "N", "C", "C", "C", "C", "H", "C", "H", "C", "H", "C", "C", "C", "C", "C", "C", "H", "C", "H", "C", "H", "C", "C", "Pd", "H", "H", "H", "H", "H", "H", "H", "H", "H", "H", "H", "H", "H", "C", "Si", "H", "H", "C", "C", "C", "H", "H", "H", "H", "H", "H", "H", "H", "H", "F", "C", "F", "F"], "positions_angstrom": [[2.020, -1.837, -3.441], [0.844, -0.377, -5.532], [3.096, -1.874, -2.482], [2.866, -2.628, -1.182], [3.376, -0.837, -2.245], [3.929, -2.331, -3.033], [2.204, -2.081, -0.503], [3.822, -2.727, -0.659], [2.477, -3.636, -1.343], [0.684, -2.159, -2.981], [0.129, -3.314, -3.771], [0.065, -1.262, -3.139], [0.682, -2.382, -1.899], [-0.008, -3.024, -4.818], [-0.846, -3.602, -3.371], [0.805, -4.175, -3.694], [-0.218, 0.252, -6.270], [1.900, -0.907, -6.353], [-1.531, -0.441, -6.013], [0.011, 0.239, -7.351], [-0.280, 1.304, -5.951], [-1.484, -1.485, -6.335], [-2.317, 0.061, -6.583], [-1.800, -0.406, -4.952], [1.435, -2.059, -7.213], [2.669, -1.225, -5.650], [2.305, -0.087, -6.976], [0.959, -2.830, -6.599], [2.307, -2.499, -7.703], [0.741, -1.710, -7.980], [1.404, 0.068, -3.557], [-0.785, -0.544, 1.594], [-1.610, 0.013, 2.477], [-2.305, 1.195, 2.244], [-2.474, 1.864, 1.032], [-1.865, -0.701, 3.778], [-0.942, -1.076, 4.236], [-2.562, -1.537, 3.625], [-2.336, 0.003, 4.473], [-3.547, 2.921, 0.928], [-4.247, 2.712, 0.106], [-3.118, 3.924, 0.784], [-4.113, 2.928, 1.866], [-1.728, 1.611, -0.041], [-0.475, -1.920, 1.628], [0.758, -2.353, 2.166], [1.673, -1.413, 2.876], [1.101, -3.707, 2.085], [2.082, -4.029, 2.445], [0.210, -4.629, 1.542], [0.488, -5.683, 1.469], [-1.045, -4.216, 1.100], [-1.751, -4.936, 0.681], [-1.425, -2.876, 1.168], [-2.810, -2.487, 0.762], [-1.936, 2.149, -1.333], [-1.308, 3.365, -1.672], [-0.489, 4.084, -0.651], [-1.466, 3.857, -2.969], [-1.002, 4.812, -3.223], [-2.207, 3.137, -3.911], [-2.339, 3.534, -4.918], [-2.819, 1.931, -3.563], [-3.440, 1.385, -4.280], [-2.694, 1.414, -2.277], [-3.294, 0.098, -1.892], [0.156, 0.817, 0.203], [2.714, -1.642, 2.619], [1.588, -1.512, 3.968], [1.483, -0.368, 2.620], [-2.818, -1.654, 0.051], [-3.454, -2.214, 1.609], [-3.280, -3.351, 0.280], [0.075, 4.903, -1.114], [0.248, 3.406, -0.183], [-1.106, 4.509, 0.156], [-3.819, 0.166, -0.931], [-2.538, -0.700, -1.809], [-4.021, -0.228, -2.646], [-2.927, 1.552, 3.068], [1.195, 1.104, -3.150], [2.340, 2.331, -4.034], [0.147, 1.335, -3.363], [1.316, 1.080, -2.054], [3.985, 1.440, -4.295], [2.545, 3.907, -3.035], [1.783, 2.930, -5.741], [2.505, 3.679, -6.107], [0.796, 3.408, -5.709], [1.747, 2.120, -6.482], [4.483, 1.273, -3.327], [4.657, 2.033, -4.936], [3.827, 0.462, -4.771], [2.638, 3.690, -1.964], [1.688, 4.579, -3.180], [3.455, 4.432, -3.363], [2.001, 1.988, 2.061], [2.012, 1.540, 0.753], [2.517, 2.593, 0.009], [2.978, 0.546, 0.678]]}


{"formula": "C34H57F3O33", "method": "wB97M-V/def2-TZVPD", "mol_weight_g_mol": 1050.79, "spin_multiplicity": 2, "energy_ha": -4111.76223, "orbital_gap_ev": [9.6, 2.4], "e_homo_ev": [-12.21, -12.21], "s_squared": 0.7566, "charge": 1, "elements": ["C", "C", "O", "C", "O", "O", "F", "H", "H", "H", "C", "C", "O", "C", "O", "O", "F", "H", "H", "H", "C", "C", "O", "C", "O", "O", "F", "H", "H", "H", "C", "O", "C", "O", "O", "C", "H", "H", "H", "H", "H", "H", "C", "O", "C", "O", "O", "C", "H", "H", "H", "H", "H", "H", "C", "O", "C", "O", "O", "C", "H", "H", "H", "H", "H", "H", "C", "O", "C", "O", "O", "C", "H", "H", "H", "H", "H", "H", "C", "O", "C", "O", "O", "C", "H", "H", "H", "H", "H", "H", "C", "O", "C", "O", "O", "C", "H", "H", "H", "H", "H", "H", "C", "O", "C", "O", "O", "C", "H", "H", "H", "H", "H", "H", "C", "C", "C", "O", "C", "O", "O", "H", "H", "H", "H", "H", "H"], "positions_angstrom": [[-6.331, 0.729, -1.339], [-5.220, 1.013, -0.320], [-5.140, -0.221, 0.327], [-6.364, -0.876, 0.161], [-6.756, -1.889, 0.697], [-7.064, -0.304, -0.770], [-5.493, 1.968, 0.600], [-5.978, 0.344, -2.296], [-6.953, 1.619, -1.432], [-4.269, 1.232, -0.806], [2.146, -5.752, 1.068], [1.607, -5.857, 2.512], [0.601, -4.946, 2.552], [0.842, -4.025, 1.746], [0.257, -3.002, 1.606], [1.518, -4.506, 0.803], [2.522, -5.389, 3.364], [1.807, -6.572, 0.435], [3.227, -5.842, 0.964], [1.249, -6.775, 2.978], [-3.045, 4.713, -1.996], [-2.786, 3.470, -2.929], [-2.432, 4.012, -4.139], [-2.723, 5.316, -4.180], [-2.414, 6.076, -5.129], [-3.138, 5.706, -2.980], [-3.901, 2.788, -2.976], [-2.207, 4.895, -1.324], [-4.082, 4.701, -1.660], [-2.028, 2.829, -2.479], [-4.100, -3.894, -1.478], [-3.934, -2.965, -2.546], [-3.187, -1.743, -2.341], [-2.840, -1.296, -1.285], [-3.010, -1.346, -3.558], [-2.071, -0.296, -3.971], [-4.520, -4.741, -2.022], [-4.750, -3.570, -0.666], [-3.089, -4.170, -1.179], [-2.402, 0.667, -3.583], [-1.912, -0.208, -5.046], [-1.063, -0.404, -3.570], [0.471, 1.002, 5.254], [0.895, -0.151, 5.938], [0.034, -1.160, 6.293], [-1.110, -0.919, 6.529], [0.735, -2.342, 6.522], [-0.024, -3.494, 6.850], [1.335, 1.658, 5.155], [-0.446, 1.403, 5.685], [0.225, 0.855, 4.203], [-0.627, -3.587, 7.752], [0.562, -4.413, 6.856], [-0.776, -3.617, 6.070], [5.854, 1.572, 0.569], [5.374, 0.288, 0.956], [4.460, 0.125, 1.958], [3.831, 1.067, 2.498], [4.226, -1.219, 2.161], [3.542, -1.841, 3.232], [5.471, 1.947, -0.381], [6.906, 1.445, 0.316], [5.874, 2.281, 1.396], [2.861, -1.123, 3.689], [4.224, -2.249, 3.979], [2.995, -2.696, 2.834], [0.181, -3.149, -3.225], [0.322, -4.456, -3.817], [-0.717, -5.280, -3.960], [-1.850, -5.202, -3.424], [-0.312, -6.271, -4.831], [-1.246, -7.256, -5.337], [-0.518, -2.551, -3.810], [1.145, -2.677, -3.034], [-0.338, -3.322, -2.283], [-1.325, -7.420, -6.412], [-2.244, -6.956, -5.018], [-1.107, -8.272, -4.970], [4.882, -2.635, -1.161], [6.095, -2.879, -0.422], [6.062, -3.690, 0.678], [5.108, -4.435, 1.012], [7.155, -3.417, 1.364], [7.339, -4.194, 2.512], [4.304, -1.867, -0.646], [4.182, -3.458, -1.303], [5.231, -2.188, -2.092], [6.613, -3.975, 3.295], [8.288, -4.016, 3.018], [7.245, -5.275, 2.404], [2.277, 3.719, 0.933], [1.485, 3.822, -0.177], [1.388, 5.031, -0.869], [1.850, 6.132, -0.489], [0.864, 4.685, -2.103], [0.454, 5.661, -3.017], [2.002, 4.463, 1.681], [3.364, 3.790, 0.892], [2.122, 2.744, 1.395], [-0.461, 6.188, -2.746], [0.504, 5.372, -4.066], [1.219, 6.437, -3.034], [-3.237, 5.363, 1.739], [-3.834, 6.345, 0.889], [-2.945, 7.182, 0.261], [-1.641, 7.028, 0.188], [-3.634, 8.220, -0.233], [-2.874, 9.338, -0.715], [-2.357, 4.915, 1.278], [-3.902, 4.518, 1.924], [-2.994, 5.715, 2.741], [-2.073, 9.155, -1.431], [-2.232, 9.685, 0.095], [-3.452, 10.233, -0.948], [1.574, -0.510, -1.119], [0.253, -0.208, -0.350], [0.588, 0.215, 1.019], [-0.439, 1.115, 1.382], [-0.991, 1.517, 0.231], [-1.919, 2.230, 0.046], [-0.375, 0.936, -0.820], [2.274, 0.307, -0.939], [1.383, -0.609, -2.187], [2.119, -1.294, -0.592], [-0.488, -0.997, -0.224], [1.552, 0.724, 1.009], [0.619, -0.643, 1.691]]}